No. 1
# C18H27ClFNO4Si2

A molecular structure, C18H27ClFNO4Si2 in a non-equilibrium geometry (ωB97M-V with the def2-TZVPD basis set, the Open Molecules 2025 dataset).

- HOMO-LUMO gap (Eh) = 0.318
- energy relative to the best compared isomer or geometry (same formula, charge and spin) (eV) = 7.224

ORCA input file:
```
! RIJCOSX wB97M-V def2-TZVPD def2/J DEFGRID3
* xyz 0 1
C 3.5036 2.8780 1.9371
C 4.5618 1.6777 2.1209
C 4.6284 0.6751 0.8457
C 3.1883 0.1041 0.4140
C 2.8314 0.3661 -1.1529
C 2.1356 -0.8838 -1.8752
Si 0.2804 -1.1508 -1.5240
C -0.1204 -2.8494 -2.4111
C 0.3058 -4.0241 -1.4221
O 1.4974 -4.1096 -0.9934
O -0.8026 -0.0311 -2.2510
Si -1.0644 1.4469 -1.4421
C -0.6170 2.8533 -2.7082
Cl 0.0324 1.8565 0.3061
C -2.9466 1.7404 -1.0495
C -3.4520 0.9740 0.2538
C -4.5456 -0.1446 0.0758
C -5.0568 -0.9611 1.3108
C -4.5211 -0.7123 2.7406
C -3.4780 0.4174 2.9453
C -2.9794 1.2218 1.7068
C -0.1159 -1.5512 0.3465
O 0.7546 -1.8380 1.2032
N -1.5427 -1.5747 0.8362
C -2.2746 -2.7064 0.2820
O -2.8833 -2.7425 -0.7960
F -2.3277 -3.8972 1.0879
H 2.4994 2.5021 2.3712
H 3.8737 3.7546 2.5803
H 3.3934 3.2284 0.8539
H 4.4170 1.0972 3.1097
H 5.5999 2.1624 2.1980
H 5.1673 1.1244 -0.0544
H 5.2849 -0.2099 1.2025
H 3.2204 -1.0365 0.6038
H 2.4038 0.5159 1.1295
H 3.8700 0.4855 -1.6559
H 2.3101 1.3749 -1.3239
H 2.2290 -0.6978 -3.0145
H 2.6949 -1.8471 -1.6072
H -1.2040 -2.8941 -2.7686
H 0.5916 -2.8907 -3.3150
H -0.4122 -4.8547 -1.0797
H 0.3200 2.5089 -3.2597
H -0.4866 3.8108 -2.1006
H -1.5069 2.9568 -3.4404
H -3.1865 2.8642 -0.9609
H -3.5573 1.3496 -1.9497
H -5.0032 -0.4049 -0.9303
H -5.8513 -1.7794 1.1917
H -4.8357 -1.2987 3.6744
H -3.0408 0.6589 3.9658
H -2.2102 2.0431 1.9255
H -1.5722 -1.5582 1.8672
*
```

Mulliken population analysis, charges in e, atoms 1 to 8: number 1, C, carries -0.623; number 2, C, carries -0.622; number 3, C, carries -0.756; number 4, C, carries 0.091; number 5, C, carries -0.566; number 6, C, carries -0.619; number 7, Si, carries 0.242; number 8, C, carries -0.532

***

No. 2
# C5H6N2O

C5H6N2O in the gas phase in a non-equilibrium geometry (ωB97M-V with the def2-TZVPD basis set, the Open Molecules 2025 dataset).

- SMILES = C=C1N(C#N)[C@@]1(C)O
- HOMO-LUMO gap (Eh) = 0.337
- energy relative to the best compared isomer or geometry (same formula, charge and spin) (eV) = 5.757

ORCA input file:
```
! RIJCOSX wB97M-V def2-TZVPD def2/J DEFGRID3
* xyz 0 1
C 1.5744 -1.2386 0.7860
C 0.7056 -0.3085 0.4181
N 0.6588 1.0249 0.2409
C 0.6290 1.2991 1.7187
N 0.8794 1.5929 2.8104
C -0.3349 -0.1207 -0.5114
C -1.6213 0.6202 -0.7700
O 0.0595 -0.7163 -1.7753
H 1.4913 -2.2414 0.3925
H 2.4363 -0.9743 1.3910
H -2.1042 0.2245 -1.6792
H -1.4153 1.6685 -1.0216
H -2.3715 0.5727 0.0189
H -0.5872 -1.4030 -2.0189
*
```

Mulliken population analysis, charges in e, atoms 1 to 8: number 1, C, carries -0.929; number 2, C, carries 0.332; number 3, N, carries -0.341; number 4, C, carries 0.341; number 5, N, carries -0.449; number 6, C, carries 0.759; number 7, C, carries -1.104; number 8, O, carries -0.502

***

No. 3
# C4H7N3

C4H7N3 in the gas phase in a non-equilibrium geometry (ωB97M-V with the def2-TZVPD basis set, the Open Molecules 2025 dataset).

- SMILES = C=NN1C=NCC1
- HOMO-LUMO gap (Eh) = 0.350
- energy relative to the best compared isomer or geometry (same formula, charge and spin) (eV) = 2.595

ORCA input file:
```
! RIJCOSX wB97M-V def2-TZVPD def2/J DEFGRID3
* xyz 0 1
C 2.4761 0.3667 0.1015
N 1.6342 -0.5186 -0.2644
N 0.2983 -0.2187 -0.3852
C -0.2194 1.0902 -0.0844
N -1.4988 1.1262 -0.0066
C -1.9583 -0.1918 -0.0776
C -0.6175 -1.1182 0.1358
H 2.3775 1.4372 0.1646
H 3.4575 -0.0438 0.2343
H 0.3683 1.9918 -0.1785
H -2.3303 -0.3229 -1.1034
H -2.8246 -0.4228 0.5723
H -0.6386 -2.1335 -0.3543
H -0.5243 -1.0418 1.2462
*
```

Mulliken population analysis, charges in e, atoms 1 to 8: number 1, C, carries -0.218; number 2, N, carries -0.780; number 3, N, carries 0.438; number 4, C, carries 0.013; number 5, N, carries -0.496; number 6, C, carries -0.487; number 7, C, carries -0.422; number 8, H, carries 0.166

***

- What is the HOMO-LUMO gap in the first record?
  0.318 Eh